# 1
The following is a DFT calculation (ωB97M-V/def2-TZVPD) of a structure of composition C27H40AlN6O3S2.

Geometry as XYZ:
```
79
Properties=species:S:1:pos:R:3:forces:R:3:lowdin_charge:R:1
Al -0.404580 -0.249226 0.318661 0.037 0.007 0.120 -0.15
C 1.689129 4.425511 0.645486 0.003 0.003 0.003 -0.01
N 0.459250 4.059031 -0.040305 0.019 -0.002 0.021 -0.10
C -0.068192 4.676050 -1.160289 0.013 0.005 -0.016 -0.03
C -1.185258 4.012213 -1.498239 -0.046 0.041 0.037 -0.03
N -1.346032 2.989085 -0.566091 0.067 -0.065 -0.035 0.01
C -0.314792 3.019993 0.332593 -0.030 0.015 0.020 -0.67
S -0.032221 2.003503 1.637804 -0.040 -0.053 -0.077 0.87
C -2.463093 2.122927 -0.532593 -0.027 -0.010 0.005 -0.22
C -3.710465 2.657838 -0.827874 0.009 0.004 0.005 0.02
C -4.806795 1.817276 -0.828514 -0.005 0.003 -0.006 -0.02
C -4.623458 0.481690 -0.508401 -0.010 -0.012 -0.005 -0.03
C -3.350783 0.046900 -0.202279 0.017 0.021 0.013 -0.11
N -2.271937 0.842843 -0.225931 -0.024 0.019 0.011 0.13
H 2.165558 5.228495 0.089814 0.001 -0.004 -0.001 0.10
H 2.346134 3.559050 0.696365 -0.003 0.002 0.001 0.09
H 1.469794 4.757531 1.657971 -0.002 0.002 0.000 0.10
H 0.401614 5.529475 -1.615589 0.007 -0.007 -0.007 0.13
H -1.873060 4.159391 -2.310378 0.008 -0.002 -0.010 0.13
H -3.810440 3.714477 -1.029177 -0.008 -0.003 0.003 0.12
H -5.789804 2.204760 -1.060258 0.001 0.000 0.001 0.12
H -5.448110 -0.216287 -0.491992 0.000 0.001 0.000 0.12
H -3.156312 -0.985256 0.053514 -0.001 0.008 0.010 0.12
C -1.074963 -3.922211 -2.772291 0.006 -0.006 0.006 -0.09
C -1.744904 -2.727444 -2.989060 0.001 0.003 0.000 -0.09
C -1.643739 -1.696620 -2.060418 -0.003 -0.041 -0.022 -0.16
C -0.876220 -1.794312 -0.889521 -0.034 0.052 -0.021 -0.19
C -0.213236 -3.018995 -0.713886 0.025 0.004 -0.019 -0.12
C -0.308606 -4.065533 -1.623680 -0.008 0.005 -0.010 -0.08
H -1.147048 -4.729971 -3.489184 -0.001 -0.001 0.001 0.10
H -2.344073 -2.596352 -3.882349 -0.001 0.001 0.000 0.10
H -2.175750 -0.776893 -2.290054 0.012 -0.009 -0.011 0.08
H 0.440238 -3.154135 0.140003 0.007 0.005 0.015 0.08
H 0.226400 -4.989830 -1.441912 0.000 0.000 -0.001 0.11
C -4.388260 -1.287214 3.748854 -0.011 -0.004 0.003 -0.04
N -3.231859 -0.559447 3.253810 0.024 -0.001 -0.020 -0.12
C -3.446058 0.853464 2.991452 -0.002 -0.001 -0.006 -0.03
C -2.083220 -1.167391 2.849217 0.059 0.000 0.067 -0.40
O -1.431226 -0.704416 1.883793 -0.091 0.041 -0.101 0.00
N -1.660287 -2.253650 3.521334 -0.053 -0.005 -0.028 -0.10
C -2.022718 -2.526456 4.904821 0.025 -0.002 0.011 -0.03
C -0.615588 -3.104558 2.968855 0.013 0.002 0.014 0.00
H -5.259187 -1.001604 3.154346 0.004 0.004 -0.002 0.09
H -4.603527 -1.059590 4.794970 -0.004 -0.003 0.001 0.10
H -4.243300 -2.358081 3.639823 -0.001 0.010 -0.003 0.09
H -3.720691 1.355649 3.921346 0.001 -0.002 0.001 0.10
H -4.256937 1.000085 2.272657 0.004 0.001 0.002 0.08
H -2.535372 1.301512 2.604644 0.012 0.004 0.003 0.04
H -2.477118 -1.651725 5.359275 0.007 -0.005 0.006 0.09
H -1.110405 -2.759420 5.453620 0.000 -0.002 0.003 0.10
H -2.701334 -3.376436 4.995757 0.002 -0.001 -0.008 0.10
H -0.248063 -2.679639 2.044790 -0.004 -0.015 -0.010 0.04
H -1.001889 -4.109801 2.791643 -0.001 0.000 0.010 0.10
H 0.214709 -3.163481 3.673355 0.010 0.005 -0.007 0.10
O 3.501397 -1.018120 1.557627 -0.031 -0.056 -0.015 0.09
C 2.348101 -0.919940 1.320741 0.084 0.147 0.010 -0.44
N 1.187993 -0.821663 1.084704 -0.036 -0.109 -0.020 0.15
C 0.708315 2.369783 -5.357806 -0.009 -0.012 0.005 -0.10
C 1.950707 1.963713 -4.572807 0.012 -0.009 0.021 -0.28
C 1.707390 1.860673 -3.069663 -0.024 0.037 -0.048 -0.32
S 0.602476 0.517319 -2.610953 -0.059 0.036 0.037 1.06
O 0.478563 0.774526 -1.098468 0.052 0.006 -0.032 -0.48
C 1.695543 -0.892426 -2.838834 -0.027 -0.026 -0.006 -0.29
C 2.962247 -0.879850 -1.982353 0.033 0.002 0.024 -0.27
C 4.234446 -0.683650 -2.799027 -0.007 0.000 0.008 -0.09
H 0.933895 2.466168 -6.418706 0.004 0.003 0.001 0.08
H 0.328158 3.332238 -5.009181 -0.006 0.003 0.002 0.07
H -0.092981 1.636098 -5.255912 0.000 0.001 -0.001 0.07
H 2.740188 2.703606 -4.719930 -0.007 0.004 0.004 0.12
H 2.353978 1.025310 -4.958655 0.010 -0.011 0.008 0.10
H 1.188537 2.749666 -2.703352 0.012 -0.009 0.011 0.07
H 2.621622 1.733232 -2.489802 0.015 -0.015 0.007 0.09
H 1.905868 -0.886636 -3.912683 0.016 -0.005 -0.002 0.10
H 1.056810 -1.753545 -2.645585 -0.016 -0.001 0.017 0.07
H 3.012108 -1.822033 -1.436044 0.006 -0.002 -0.004 0.12
H 2.883919 -0.111850 -1.209696 -0.019 0.004 0.014 0.09
H 4.354353 -1.478789 -3.536724 -0.002 -0.001 -0.001 0.08
H 5.110270 -0.693804 -2.151476 0.002 0.003 -0.003 0.08
H 4.227193 0.267139 -3.337504 0.010 -0.004 -0.001 0.06
```
Positions in Å, forces in eV/Å.

Calculated values
LUMO level = -2.54 eV
HOMO level = -10.748 eV
energy = -2645.90900 Ha
total charge = +1
ΔE to the lowest compared entry with this formula, charge and spin = 17.9 kJ/mol
F_max = 0.17 eV/A


# 2
The following is a DFT calculation (ωB97M-V/def2-TZVPD) of a structure of composition C27H40BN7O3ReS4.

Geometry as XYZ:
```
83
Properties=species:S:1:pos:R:3:forces:R:3:lowdin_spin:R:1
Re -0.292668 0.087263 -0.832244 -0.459 -0.172 -0.199 2.10
C -1.728750 5.490391 0.439808 -0.022 0.003 0.011 0.00
C -2.220183 4.695233 1.645858 -0.035 0.011 -0.001 0.00
C -2.447041 5.643888 2.819620 0.029 -0.034 -0.001 0.00
C -3.517733 3.936187 1.364294 0.002 -0.004 0.015 0.00
N -1.133977 3.700599 2.035073 0.001 0.046 -0.036 0.01
C -0.430937 3.749646 3.224244 -0.043 0.006 0.030 0.00
C 0.442937 2.727207 3.230293 0.025 -0.078 0.046 0.01
N 0.290335 2.044448 2.036483 0.138 -0.059 0.119 0.01
B 1.027613 0.801086 1.586867 0.156 -0.188 0.048 0.00
N 2.450392 0.997649 1.071946 -0.036 -0.068 -0.212 0.00
C 3.492967 1.710412 1.627883 0.019 -0.010 0.004 0.01
C 4.564243 1.549217 0.825955 -0.014 0.010 -0.013 0.00
N 4.185647 0.747680 -0.238128 -0.062 0.001 0.069 0.01
C 2.894323 0.422340 -0.071219 0.006 0.016 0.115 0.02
S 1.943731 -0.666868 -1.082438 0.127 0.026 0.062 0.17
C 5.118069 0.330718 -1.362702 0.011 -0.009 -0.046 0.00
C 6.471532 0.995913 -1.138275 0.005 -0.007 0.006 0.00
C 4.539799 0.817474 -2.689971 0.008 0.013 0.032 0.00
C 5.285501 -1.185455 -1.313276 -0.002 0.013 -0.007 0.00
N 0.820743 -0.462961 2.390209 0.029 0.050 -0.048 0.01
C 1.422554 -0.768597 3.599217 -0.063 -0.089 0.046 0.01
C 0.949379 -1.970875 3.988011 0.080 0.040 -0.072 0.00
N 0.079133 -2.424922 3.013925 -0.061 -0.026 0.203 0.02
C 0.009749 -1.492093 2.061646 -0.006 0.109 -0.182 0.02
S -0.995663 -1.571248 0.632647 -0.031 0.056 0.028 0.10
C -0.745857 -3.711866 3.128121 -0.116 0.012 0.080 0.00
C -0.176800 -4.544112 4.272352 0.010 0.048 -0.027 0.00
C -0.629625 -4.499203 1.828299 -0.047 -0.064 -0.035 0.00
C -2.183441 -3.293900 3.431608 0.103 -0.051 -0.164 0.00
C -0.676863 2.657001 1.324716 -0.063 0.165 0.035 0.02
S -1.270841 2.205145 -0.255997 0.056 -0.020 -0.181 0.16
H -2.495589 6.213786 0.164258 0.003 0.000 0.002 0.00
H -1.544605 4.858135 -0.427225 -0.002 0.018 0.001 0.00
H -0.817284 6.038737 0.680986 -0.003 -0.006 -0.005 0.00
H -3.243494 6.329489 2.537592 0.005 0.004 -0.011 0.00
H -1.567038 6.248151 3.042078 0.009 -0.017 0.011 0.00
H -2.774199 5.117405 3.717097 -0.009 0.006 -0.003 0.00
H -4.338788 4.651314 1.354210 0.002 0.008 -0.019 0.00
H -3.723829 3.204089 2.146301 -0.007 0.014 0.004 0.00
H -3.511037 3.433983 0.400166 -0.004 -0.009 0.030 0.00
H -0.617477 4.490531 3.976499 -0.006 0.025 -0.002 0.00
H 1.133342 2.415711 3.994702 -0.002 0.003 -0.009 0.00
H 0.482161 0.659335 0.506541 -0.190 0.065 0.015 0.01
H 3.390232 2.281001 2.534257 -0.006 0.003 -0.011 0.00
H 5.554970 1.949423 0.922728 -0.012 -0.009 -0.008 0.00
H 6.403334 2.084385 -1.148019 0.005 -0.005 -0.008 0.00
H 7.121792 0.703933 -1.960737 0.000 -0.007 0.001 0.00
H 6.948194 0.662187 -0.216052 -0.003 0.009 -0.003 0.00
H 4.355211 1.892363 -2.660752 0.007 -0.005 -0.004 0.00
H 3.620310 0.303413 -2.958096 -0.021 -0.003 0.005 0.00
H 5.268062 0.622884 -3.476107 -0.001 -0.006 0.002 0.00
H 5.710955 -1.497520 -0.358830 -0.007 0.002 -0.002 0.00
H 5.972559 -1.486191 -2.103524 0.004 0.001 0.005 0.00
H 4.348781 -1.716611 -1.472623 0.004 -0.001 -0.007 0.00
H 2.145806 -0.124951 4.069363 -0.009 -0.008 0.001 0.00
H 1.180916 -2.544846 4.863654 -0.014 -0.030 0.018 0.00
H 0.871073 -4.807046 4.116208 0.000 0.005 0.001 0.00
H -0.747829 -5.469708 4.306931 0.003 -0.002 0.002 0.00
H -0.300568 -4.063325 5.242653 0.012 0.027 0.003 0.00
H 0.410508 -4.584022 1.506345 -0.023 -0.007 -0.018 0.00
H -1.247559 -4.091196 1.032758 0.004 -0.009 -0.022 0.00
H -1.014148 -5.501759 2.008591 0.019 -0.015 0.020 0.00
H -2.236816 -2.770937 4.387469 -0.026 0.020 0.000 0.00
H -2.811069 -4.184327 3.484156 0.053 -0.007 0.032 0.00
H -2.619174 -2.679805 2.639925 0.022 -0.009 0.109 0.00
N -0.776494 -0.040034 -2.948018 0.485 0.219 -0.479 0.07
C -1.899039 -0.810076 -2.474796 0.294 -0.124 0.246 0.02
C -2.933500 -0.101356 -1.825671 0.067 0.086 -0.062 0.03
C -3.861909 -0.811652 -1.094699 -0.030 -0.027 0.070 0.03
C -3.743403 -2.193923 -0.997280 0.018 -0.150 0.061 0.04
C -2.830735 -2.900442 -1.792610 0.061 0.207 0.085 0.02
C -1.890203 -2.211148 -2.529754 0.055 -0.069 0.124 0.03
S -4.633508 -3.033211 0.339148 -0.039 -0.033 -0.100 0.00
O -6.001284 -3.028119 -0.096178 0.008 0.008 0.040 0.01
O -4.309126 -2.129839 1.435949 -0.059 0.078 -0.029 0.01
O -3.960851 -4.314148 0.409330 0.093 0.027 0.035 0.00
H -0.994839 0.726201 -3.583342 -0.167 0.194 0.288 0.01
H -0.049801 -0.590533 -3.404449 -0.231 -0.177 -0.077 0.01
H -2.990052 0.977577 -1.915934 -0.055 -0.023 -0.035 0.00
H -4.625737 -0.303779 -0.520364 -0.022 -0.020 -0.018 0.00
H -2.824158 -3.980854 -1.730625 -0.013 -0.013 -0.023 0.00
H -1.119524 -2.732170 -3.088860 -0.018 0.022 0.019 0.00
```
Positions in Å, forces in eV/Å.

Calculated values
LUMO level (spin up / spin down) = -7.33 / -8.07 eV
HOMO level (spin up / spin down) = -12.837 / -12.828 eV
⟨S²⟩ = 3.777
2S+1 = 4
energy = -3357.31513 Ha
total charge = +2
ΔE to the lowest compared entry with this formula, charge and spin = 0.0 kJ/mol
F_max = 0.72 eV/A


- F_max of number 1 (C27H40AlN6O3S2)?
  0.17 eV/A